C33H69BrINO16P2S2 | the ωB97M-V functional and the def2-TZVPD basis

Calculated values
E_tot: -187971.775 eV
SMILES: C#CC[C@@]1(C)[C@](CC(=O)I)([PH2]=S)[C@@](CCCCOC(C)=O)(P(O)Br)S(=O)(=O)O[C@]1(CCC)c1ccncc1.CO.CO.CO.CO.CO.CO.CO.CO.CO
Frontier orbital gap: 8.16 eV

```
125
Properties=species:S:1:pos:R:3:forces:R:3:lowdin_charge:R:1
C -0.637 1.279 5.064 0.417 0.377 -0.125 0.1250
C 0.228 0.650 4.503 -1.384 -1.064 -0.476 -0.1120
C 0.904 -0.424 3.718 0.539 1.192 0.928 -0.1436
C 1.235 -0.171 2.196 1.085 -2.803 1.008 -0.2690
C 2.214 -1.436 2.069 0.786 0.233 0.424 -0.0814
C -0.016 -0.459 1.236 -1.156 0.274 0.322 -0.3742
C -1.398 -0.400 2.020 -0.499 0.563 -0.313 -0.2679
C -1.931 -1.560 2.843 -1.146 0.158 1.037 -0.7899
O -1.526 -2.589 3.252 0.978 0.126 -0.543 -0.0184
I -4.012 -1.170 3.529 0.349 0.322 -0.322 0.8009
P -0.083 -2.243 0.541 1.018 -1.624 -0.734 0.4841
S 1.116 -2.853 -0.848 0.155 0.088 -0.407 0.2968
C -0.135 0.546 -0.020 0.495 -0.586 0.551 -0.5130
C -0.810 -0.025 -1.328 -0.468 1.162 -1.066 -0.2865
C -2.286 -0.505 -1.397 -0.826 -0.252 -1.387 -0.2095
C -3.324 0.529 -1.974 -0.542 -0.937 1.768 -0.1668
C -4.576 -0.238 -2.475 1.405 0.298 -1.331 -0.2175
O -5.203 -0.998 -1.443 -0.410 1.030 -0.077 -0.0073
C -6.022 -0.248 -0.634 -0.864 0.579 1.113 -0.5041
C -7.083 0.715 -1.208 0.955 -0.860 -1.203 0.0242
O -5.944 -0.372 0.556 0.256 -0.427 -0.064 0.0668
P -1.401 1.974 0.283 -0.971 0.242 0.398 0.7211
O -1.162 2.655 1.783 0.218 -0.144 -1.085 -0.3610
Br -1.000 3.715 -1.113 0.168 -0.452 0.476 0.4170
S 1.543 0.948 -0.636 3.821 0.834 -3.563 0.6351
O 2.022 0.071 -1.666 -0.950 -1.374 0.931 -0.2819
O 1.690 2.279 -1.184 -1.399 0.680 1.676 -0.3481
O 2.677 0.792 0.515 -2.557 -0.264 0.255 -0.2142
C 2.159 1.036 1.877 1.294 1.203 -0.096 -0.2970
C 1.783 2.543 1.866 0.346 1.124 0.793 -0.1324
C 1.441 3.326 3.158 -0.387 1.989 -0.827 -0.2065
C 1.338 4.845 2.681 -0.669 -0.566 -0.057 -0.0775
C 3.495 1.060 2.677 0.936 -0.538 0.454 -0.1280
C 3.615 1.145 4.075 -0.902 -0.060 -0.834 -0.0392
C 4.863 1.135 4.672 0.078 0.031 2.354 -0.1620
N 6.070 1.075 4.112 -1.722 0.073 -1.219 0.0892
C 5.915 1.050 2.780 1.927 0.055 -0.919 -0.1458
C 4.751 1.036 2.026 -0.870 0.036 0.159 0.0065
H -1.347 1.970 5.481 0.316 -0.329 0.024 0.0538
H 1.847 -0.609 4.265 -0.184 0.167 -0.616 0.1102
H 0.423 -1.408 3.845 -0.360 0.674 -0.219 0.1181
H 3.070 -1.346 2.765 -0.341 0.436 -0.404 0.0990
H 1.743 -2.341 2.489 -0.076 0.286 -0.743 0.0777
H 2.651 -1.570 1.077 -0.443 -0.222 0.151 0.0526
H -1.476 0.483 2.685 0.253 -0.458 -0.123 0.0837
H -2.250 -0.233 1.329 0.541 -0.119 0.064 0.0661
H 0.092 -3.190 1.579 -0.522 0.905 0.190 -0.0001
H -1.418 -2.518 0.129 0.144 0.688 0.636 0.0167
H -0.805 0.874 -1.994 0.089 -0.456 0.230 0.0908
H -0.195 -0.724 -1.906 0.227 0.046 0.868 0.0672
H -2.317 -1.282 -2.194 0.508 0.120 0.534 0.1254
H -2.732 -1.030 -0.544 0.290 0.467 0.031 0.0859
H -2.879 1.162 -2.754 -0.263 -0.184 0.197 0.1221
H -3.673 1.121 -1.107 0.238 0.336 -0.634 0.0811
H -5.241 0.456 -3.010 -0.080 -0.330 0.397 0.1091
H -4.210 -0.966 -3.224 -0.337 0.117 0.311 0.1278
H -7.588 0.184 -2.034 0.037 0.382 0.226 0.0894
H -6.552 1.569 -1.658 -0.429 -0.093 0.232 0.0872
H -7.799 1.027 -0.445 0.445 -0.154 -0.059 0.0892
H -1.252 3.616 1.673 0.128 -0.078 0.289 0.0325
H 2.725 3.033 1.540 -0.337 -0.495 -0.023 0.1376
H 1.087 2.918 1.104 0.003 -0.851 0.162 0.0631
H 2.221 3.354 3.928 -0.324 -0.643 -0.143 0.0862
H 0.438 3.142 3.552 0.675 -0.644 0.178 0.0622
H 1.796 5.534 3.402 0.083 -0.209 -0.397 0.0664
H 1.741 4.954 1.660 0.183 0.252 0.551 0.0754
H 0.272 5.138 2.599 0.426 -0.087 0.062 0.0615
H 2.721 1.214 4.698 0.477 0.044 -0.048 0.1030
H 4.877 1.169 5.772 -0.065 0.034 -0.421 0.1147
H 6.861 1.034 2.224 -0.411 -0.088 0.154 0.1025
H 4.853 1.011 0.940 -0.115 -0.035 0.423 0.1264
C -7.317 -1.444 -5.630 0.202 0.005 0.174 -0.1350
O -6.523 -0.598 -4.795 -0.088 0.035 -0.042 -0.1403
H -7.915 -0.821 -6.289 0.009 0.027 0.077 0.0576
H -6.669 -2.087 -6.232 -0.126 -0.070 -0.059 0.0801
H -7.981 -2.057 -5.016 -0.081 -0.062 -0.156 0.0828
H -6.005 -1.169 -4.223 -0.037 -0.013 -0.033 0.0368
C 3.369 -5.750 -1.914 0.264 0.423 0.053 -0.1804
O 3.620 -4.553 -2.633 -0.139 -0.162 -0.034 -0.1503
H 2.703 -6.380 -2.502 0.006 0.061 -0.031 0.0752
H 4.309 -6.283 -1.741 -0.106 -0.185 0.091 0.0739
H 2.892 -5.516 -0.957 -0.051 -0.213 0.038 0.0512
H 4.208 -4.011 -2.094 0.098 0.190 -0.145 0.0313
C 3.924 4.508 -2.621 -0.334 -0.175 0.101 -0.1654
O 2.597 4.470 -3.121 -0.014 0.180 -0.023 -0.1351
H 4.549 5.033 -3.341 -0.063 0.004 -0.020 0.0747
H 3.954 5.041 -1.665 0.195 -0.008 0.011 0.0734
H 4.305 3.492 -2.487 0.148 0.056 0.058 0.0744
H 2.063 4.002 -2.469 0.029 -0.152 -0.090 0.0192
C 8.142 -2.143 3.262 0.177 0.304 0.159 -0.1471
O 8.440 -0.939 2.561 0.021 -0.082 -0.173 -0.1417
H 7.476 -2.746 2.651 -0.007 0.068 0.011 0.0566
H 9.061 -2.703 3.454 -0.095 -0.139 0.057 0.0796
H 7.646 -1.908 4.207 -0.057 -0.194 0.017 0.0696
H 9.027 -0.420 3.119 -0.048 0.038 -0.042 0.0763
C 5.499 -3.672 6.083 -0.004 -0.301 -0.137 -0.1589
O 5.576 -4.108 4.729 0.004 0.116 -0.014 -0.1331
H 5.542 -2.585 6.096 0.009 -0.020 -0.084 0.0702
H 4.558 -4.000 6.532 0.034 0.099 0.145 0.0754
H 6.339 -4.072 6.657 -0.045 0.106 0.140 0.0774
H 5.537 -5.069 4.735 0.004 0.030 -0.086 0.0731
C -9.251 -1.342 -9.063 -0.299 0.082 0.036 -0.1496
O -9.758 -0.930 -7.799 0.128 0.085 0.136 -0.1381
H -8.225 -1.679 -8.930 -0.022 0.042 0.095 0.0744
H -9.855 -2.163 -9.455 0.099 0.012 -0.156 0.0768
H -9.268 -0.501 -9.760 0.089 -0.129 -0.151 0.0802
H -10.663 -0.637 -7.941 0.127 -0.247 0.007 0.0367
C 5.527 5.266 5.157 -0.017 -0.235 -0.204 -0.1474
O 4.356 4.895 4.438 -0.078 0.012 0.011 -0.1361
H 5.263 6.051 5.862 -0.077 -0.019 -0.048 0.0782
H 5.920 4.406 5.706 0.118 0.097 0.064 0.0737
H 6.289 5.641 4.469 0.095 0.044 0.133 0.0783
H 4.608 4.201 3.820 -0.057 0.007 0.014 0.0620
C -13.898 -1.046 -9.398 0.078 0.167 0.205 -0.1387
O -12.503 -0.777 -9.270 0.100 -0.008 0.028 -0.1340
H -14.031 -1.810 -10.160 0.104 0.017 0.006 0.0807
H -14.299 -1.410 -8.449 -0.134 -0.044 -0.078 0.0797
H -14.429 -0.141 -9.699 -0.120 -0.086 -0.032 0.0786
H -12.411 -0.099 -8.594 -0.171 0.110 -0.126 0.0688
C 5.841 -2.764 0.134 0.115 0.207 -0.199 -0.1305
O 5.827 -2.808 -1.290 -0.100 -0.188 0.136 -0.1196
H 5.290 -3.624 0.511 -0.018 0.001 -0.079 0.0851
H 6.869 -2.807 0.501 -0.058 0.008 0.125 0.0665
H 5.361 -1.847 0.488 0.006 -0.052 0.168 0.0716
H 6.316 -2.043 -1.606 -0.084 -0.043 -0.135 0.0849
```
Forces are in eV/Å.